# C30H32CrN9S

A molecular structure, C30H32CrN9S (ωB97M-V/def2-TZVPD, the Open Molecules 2025 dataset).

```
! wB97M-V def2-TZVPD RIJCOSX def2/J DEFGRID3
* xyz 2 4
Cr -0.45000 0.17257 -0.41478
C -2.60992 1.03131 -0.65600
C -2.45174 0.60305 0.65980
C -2.09833 -0.78369 0.63744
C -2.19296 -1.23617 -0.71519
C -2.38778 -0.09351 -1.51341
C -2.55047 -0.09731 -3.00347
C -2.16692 -2.64366 -1.21435
C -2.06517 -1.65505 1.86564
C -2.73310 1.35117 1.92479
C -3.19124 2.31959 -1.16658
H -2.25522 0.85456 -3.44702
H -3.59491 -0.27134 -3.27373
H -1.96374 -0.89041 -3.46848
H -1.67043 -3.31592 -0.52054
H -1.69544 -2.72719 -2.19417
H -3.19593 -2.99213 -1.32600
H -1.37044 -1.27679 2.62194
H -1.79453 -2.67941 1.62676
H -3.05294 -1.68444 2.33172
H -1.94706 1.19469 2.66570
H -3.66268 0.98216 2.36395
H -2.85065 2.42086 1.76355
H -4.18642 2.11192 -1.56710
H -2.61091 2.74414 -1.98904
H -3.31924 3.06720 -0.38662
N 0.59957 -2.86999 0.47864
C 0.86314 -2.61428 -0.80534
N 1.35922 -3.60271 -1.52532
C 1.61628 -3.33100 -2.80371
N 2.05844 -4.31076 -3.57873
N 1.45703 -2.10977 -3.37409
C 0.96185 -1.19929 -2.59257
N 0.58539 -1.36837 -1.30492
C 0.80847 0.17143 -3.12696
C 1.16009 0.49720 -4.42115
C 1.03817 1.81567 -4.82861
C 0.58368 2.76093 -3.92591
C 0.24740 2.35263 -2.64771
N 0.34550 1.07816 -2.25491
H 0.87553 -3.77093 0.83288
H 0.42509 -2.12188 1.12638
H 2.20062 -5.22964 -3.19491
H 2.27899 -4.12500 -4.54111
H 1.52825 -0.27565 -5.08144
H 1.30563 2.10224 -5.83792
H 0.49131 3.80283 -4.20236
H -0.10179 3.05786 -1.90954
N 2.29288 0.94318 2.92318
C 2.79726 -0.32654 3.31909
C 2.98731 -0.65850 4.65059
C 3.46119 -1.92521 4.95750
C 3.70478 -2.85703 3.95908
C 3.47986 -2.53314 2.62843
C 3.04921 -1.25295 2.31524
S 2.80543 -0.59293 0.69804
N 1.28136 0.20682 0.97309
C 1.37709 1.06909 1.95240
C 0.52430 2.29112 1.91454
C 0.49761 3.23591 2.92407
C -0.14858 4.44187 2.69332
C -0.74924 4.64372 1.46605
C -0.72607 3.60681 0.54337
N -0.11321 2.44631 0.75004
H 2.36906 1.69006 3.59379
H 2.77880 0.05913 5.43631
H 3.63665 -2.18840 5.99243
H 4.07552 -3.84030 4.21858
H 3.67378 -3.24594 1.83591
H 0.96511 3.06454 3.88525
H -0.16701 5.20828 3.45672
H -1.24078 5.57722 1.22786
H -1.23198 3.72100 -0.40041
*
```

Summary:
energy above the lowest of the compared OMol25 structures with the same formula, charge and spin: 0.327 eV
E_LUMO (alpha / beta): -5.85 / -6.00 eV
gap between HOMO and LUMO (alpha / beta): 0.280 / 0.278 Eh
<S²>: 3.856
HOMO energy (alpha / beta): -13.452 / -13.559 eV
largest force on an atom: 0.88 eV Å⁻¹